Record 1
Here is a cluster of 6 separate species, C27H54IN4O18P2 in total in a non-equilibrium geometry from the Open Molecules 2025 dataset. Energies are from ωB97M-V/def2-TZVPD.

The geometry in ORCA input format:
```
! wB97M-V def2-TZVPD RIJCOSX def2/J DEFGRID3
* xyz 1 1
N 0.196 1.716 0.493
P 0.225 1.729 -1.093
C -0.401 0.101 -1.688
C 0.290 -0.945 -2.269
P 2.108 -1.009 -2.697
O 2.277 -2.559 -3.308
I 3.370 -0.934 -0.613
N -0.650 -1.976 -2.483
C -1.821 -1.511 -2.041
C -3.025 -2.456 -2.123
C -2.986 -3.311 -0.800
N -4.055 -4.313 -0.772
N -1.757 -0.280 -1.561
C -2.869 0.472 -1.004
C -3.921 0.854 -2.065
O -4.963 1.339 -1.761
O -3.635 0.572 -3.371
H -0.158 0.807 0.779
H -0.613 2.761 -1.588
H 1.539 1.893 -1.593
H 1.906 -3.209 -2.693
H -0.486 -2.885 -2.887
H -3.939 -1.853 -2.180
H -2.921 -3.113 -2.996
H -3.048 -2.595 0.039
H -1.974 -3.747 -0.757
H -3.600 -5.211 -0.627
H -4.555 -4.173 0.102
H -3.422 -0.115 -0.254
H -2.531 1.380 -0.485
H -4.009 1.317 -3.867
C -6.883 0.762 5.141
C -6.483 -0.579 4.562
O -5.456 -0.440 3.564
C -4.231 -0.209 4.031
O -3.911 -0.116 5.184
O -3.407 -0.072 2.984
C -2.066 0.282 3.342
H -7.173 1.450 4.346
H -7.720 0.645 5.830
H -6.057 1.223 5.681
H -7.335 -1.027 4.054
H -6.164 -1.275 5.338
H -1.647 -0.415 4.066
H -2.039 1.297 3.733
H -1.470 0.243 2.434
C -0.402 -5.757 3.806
C -0.415 -6.459 2.464
O 0.115 -5.619 1.422
C 1.443 -5.492 1.413
O 2.212 -6.010 2.171
O 1.771 -4.664 0.412
C 3.168 -4.360 0.340
H -0.925 -4.801 3.743
H -0.884 -6.375 4.564
H 0.616 -5.547 4.134
H -1.442 -6.681 2.177
H 0.126 -7.405 2.498
H 3.773 -5.264 0.295
H 3.460 -3.747 1.192
H 3.326 -3.789 -0.570
C -1.321 1.232 7.253
C -1.061 2.660 6.823
O 0.133 3.185 7.421
C 1.274 2.752 6.887
O 1.382 1.987 5.963
O 2.281 3.303 7.565
C 3.574 2.853 7.158
H -1.341 1.158 8.341
H -2.274 0.881 6.857
H -0.537 0.563 6.899
H -1.874 3.298 7.166
H -1.010 2.753 5.737
H 3.718 2.983 6.087
H 3.710 1.808 7.435
H 4.306 3.456 7.687
C -0.578 5.680 -8.254
C -0.829 5.441 -6.779
O -1.994 4.625 -6.566
C -1.839 3.328 -6.810
O -0.830 2.784 -7.171
O -3.015 2.723 -6.593
C -3.016 1.331 -6.911
H -1.467 6.099 -8.728
H 0.255 6.369 -8.392
H -0.343 4.751 -8.772
H -1.033 6.389 -6.285
H 0.038 4.997 -6.289
H -2.212 0.808 -6.394
H -2.931 1.191 -7.987
H -3.969 0.923 -6.581
C 6.339 -0.212 -3.772
C 7.571 -0.527 -2.948
O 8.598 0.449 -3.144
C 8.402 1.614 -2.523
O 7.461 1.895 -1.826
O 9.420 2.417 -2.822
C 9.294 3.740 -2.296
H 6.601 -0.097 -4.824
H 5.600 -1.010 -3.676
H 5.877 0.723 -3.452
H 7.993 -1.478 -3.269
H 7.333 -0.619 -1.887
H 9.125 3.723 -1.221
H 8.485 4.267 -2.800
H 10.229 4.256 -2.496
*
```

Output
Calculated total energy   -98362.9638 eV
HOMO   -11.9912 eV
Gap between HOMO and LUMO   8.4 eV
Maximum force   3.66 eV/A
LUMO level   -3.60 eV

Record 2
Here is a structure of composition C27H54O13 in a non-equilibrium geometry from the Open Molecules 2025 dataset. Energies are from ωB97M-V/def2-TZVPD.

The geometry in ORCA input format:
```
! wB97M-V def2-TZVPD RIJCOSX def2/J DEFGRID3
* xyz 0 1
O -6.784 0.616 -1.738
C -5.889 0.191 -2.514
O -4.941 -0.599 -2.092
C -5.017 -1.344 -0.946
C -3.738 -2.252 -0.734
C -5.764 0.628 -3.913
H -5.983 -1.993 -0.941
H -5.071 -0.680 -0.213
H -3.701 -2.515 0.320
H -2.692 -1.732 -0.884
H -3.654 -3.236 -1.475
H -6.510 1.336 -4.287
H -6.035 -0.189 -4.628
H -4.929 1.358 -4.039
O 2.202 -0.908 -0.380
C 1.701 0.006 0.209
O 0.700 0.672 -0.257
C -0.034 0.131 -1.308
C -1.335 0.991 -1.494
C 2.438 0.511 1.492
H -0.323 -1.035 -0.982
H 0.690 0.158 -2.015
H -2.373 0.457 -2.160
H -1.091 1.953 -1.733
H -1.819 0.945 -0.555
H 1.879 1.089 2.158
H 3.257 0.971 1.060
H 2.746 -0.161 2.172
O 4.392 3.544 -1.299
C 3.326 3.431 -0.768
O 2.998 3.628 0.552
C 4.070 4.074 1.433
C 3.585 4.696 2.816
C 2.074 3.301 -1.582
H 4.750 4.647 0.819
H 4.644 3.325 1.740
H 3.261 5.691 2.560
H 4.426 4.684 3.523
H 2.859 3.900 3.279
H 2.055 4.085 -2.265
H 1.017 3.358 -0.994
H 2.294 2.309 -1.966
O -2.110 -1.497 -6.157
C -1.816 -1.160 -5.091
O -1.337 0.025 -4.740
C -1.316 1.040 -5.688
C -0.512 2.119 -4.972
C -1.594 -2.114 -3.998
H -2.382 1.373 -5.806
H -0.846 0.860 -6.659
H -0.955 2.329 -3.916
H -0.946 3.275 -5.397
H 0.515 1.947 -4.757
H -2.558 -2.098 -3.478
H -1.062 -1.655 -3.199
H -1.395 -3.146 -4.351
O 1.957 -2.098 4.558
C 3.131 -2.432 4.810
O 3.936 -3.226 4.043
C 3.538 -3.579 2.758
C 4.615 -4.326 1.965
C 3.836 -1.715 5.930
H 3.169 -2.855 2.375
H 2.628 -4.294 3.206
H 5.656 -3.782 1.905
H 4.508 -4.560 0.808
H 4.658 -5.297 2.671
H 3.134 -1.371 6.651
H 4.239 -0.732 5.534
H 4.629 -2.532 6.286
O 1.203 -4.355 0.538
C 0.081 -4.017 0.153
O -0.765 -3.229 0.827
C -0.240 -2.630 2.062
C -1.336 -1.732 2.670
C -0.453 -4.452 -1.194
H 0.670 -2.195 1.651
H 0.041 -3.092 2.731
H -2.162 -2.248 3.172
H -1.700 -1.027 2.188
H -0.742 -1.541 3.489
H -1.649 -4.406 -1.388
H -0.268 -5.398 -1.504
H 0.049 -3.827 -2.009
C -2.442 3.164 2.749
C -1.266 3.876 2.076
O -1.447 4.597 1.004
C 0.230 3.738 2.558
H -2.365 2.650 3.907
H -2.811 2.372 2.133
H -3.161 4.066 2.680
H 0.273 2.759 2.832
H 0.328 4.243 3.546
H 0.897 4.102 1.909
*
```

Output
Calculated total energy   -55479.7295 eV
HOMO   -9.8073 eV
Gap between HOMO and LUMO   10.1 eV
Maximum force   16.82 eV/A
ΔE to the lowest compared entry with this formula, charge and spin   318.5 kcal/mol
LUMO level   0.31 eV

Record 3
Here is a cluster of 9 separate species, C27H54O27 in total in a non-equilibrium geometry from the Open Molecules 2025 dataset. Energies are from ωB97M-V/def2-TZVPD.

The geometry in ORCA input format:
```
! wB97M-V def2-TZVPD RIJCOSX def2/J DEFGRID3
* xyz 0 1
C 0.078 4.076 2.786
O -0.419 5.379 2.549
C -0.037 6.451 3.313
O 0.927 6.504 4.126
O -0.948 7.424 3.132
C -0.936 8.671 3.830
H 1.082 4.100 3.210
H 0.023 3.482 1.874
H -0.556 3.569 3.514
H 0.062 9.110 3.811
H -1.261 8.680 4.870
H -1.724 9.313 3.437
C -7.600 1.431 -0.325
O -6.444 1.289 -1.141
C -5.794 0.106 -1.157
O -6.018 -0.846 -0.421
O -4.826 0.177 -2.003
C -3.965 -0.886 -2.216
H -7.231 1.630 0.681
H -8.275 0.576 -0.356
H -8.132 2.281 -0.752
H -3.420 -1.170 -1.316
H -3.191 -0.676 -2.954
H -4.508 -1.751 -2.595
C 3.230 -2.651 -6.940
O 2.038 -1.965 -6.527
C 1.518 -2.425 -5.372
O 2.071 -3.215 -4.587
O 0.299 -1.759 -5.139
C -0.301 -0.868 -6.024
H 3.878 -2.873 -6.093
H 3.888 -2.104 -7.616
H 3.058 -3.603 -7.443
H -0.439 -1.370 -6.981
H 0.317 0.024 -6.126
H -1.296 -0.589 -5.677
C 1.426 0.386 2.096
O 0.362 -0.023 1.233
C 0.667 -0.308 -0.102
O 1.736 -0.316 -0.714
O -0.530 -0.501 -0.722
C -0.483 -0.545 -2.160
H 1.731 1.359 1.711
H 2.255 -0.319 2.034
H 1.184 0.682 3.117
H -0.233 -1.517 -2.586
H 0.205 0.147 -2.646
H -1.455 -0.271 -2.570
C -0.736 -1.458 4.323
O 0.452 -2.199 4.330
C 0.524 -3.369 5.007
O -0.362 -3.722 5.761
O 1.696 -3.941 4.662
C 1.915 -5.290 5.264
H -0.636 -0.547 3.733
H -0.995 -1.235 5.358
H -1.574 -1.971 3.850
H 1.937 -5.092 6.335
H 2.946 -5.607 5.105
H 1.132 -6.018 5.053
C 7.823 -4.606 3.985
O 6.407 -4.153 4.000
C 5.702 -4.012 2.837
O 6.109 -3.835 1.740
O 4.486 -4.067 3.221
C 3.440 -4.174 2.187
H 7.929 -4.879 5.035
H 8.578 -3.913 3.614
H 7.923 -5.522 3.404
H 2.613 -4.746 2.607
H 3.674 -4.763 1.300
H 3.233 -3.144 1.899
C -2.330 -2.723 0.468
O -2.966 -3.935 0.779
C -3.413 -4.098 2.133
O -3.526 -3.189 2.949
O -3.878 -5.319 2.232
C -4.444 -5.702 3.480
H -1.580 -2.544 1.239
H -3.124 -1.979 0.536
H -1.860 -2.907 -0.498
H -3.760 -5.552 4.315
H -4.429 -6.791 3.439
H -5.487 -5.416 3.614
C 3.911 6.193 1.689
O 4.146 5.475 0.442
C 3.423 4.340 0.220
O 2.767 3.756 1.056
O 3.534 3.993 -1.070
C 2.719 2.888 -1.662
H 4.716 6.905 1.871
H 4.245 5.458 2.422
H 2.924 6.548 1.984
H 2.913 2.741 -2.724
H 1.694 3.147 -1.395
H 2.985 1.952 -1.170
C -2.083 3.043 -3.864
O -2.208 2.876 -5.293
C -1.164 2.791 -6.123
O -0.048 2.904 -5.753
O -1.498 2.547 -7.481
C -2.804 2.763 -7.920
H -1.755 4.039 -3.567
H -1.358 2.358 -3.424
H -3.025 2.883 -3.340
H -3.355 1.823 -7.955
H -2.764 3.162 -8.934
H -3.341 3.536 -7.371
*
```

Output
Calculated total energy   -84152.5399 eV
SMILES   COC(=O)OC.COC(=O)OC.COC(=O)OC.COC(=O)OC.COC(=O)OC.COC(=O)OC.COC(=O)OC.COC(=O)OC.COC(=O)OC
HOMO   -10.4940 eV
Gap between HOMO and LUMO   10.9 eV
Maximum force   4.29 eV/A
ΔE to the lowest compared entry with this formula, charge and spin   113.2 kcal/mol
LUMO level   0.36 eV

Record 4
Here is a structure of composition C27H55FN3O11S3 in a non-equilibrium geometry from the Open Molecules 2025 dataset. Energies are from ωB97M-V/def2-TZVPD.

The geometry in ORCA input format:
```
! wB97M-V def2-TZVPD RIJCOSX def2/J DEFGRID3
* xyz 1 1
C 9.563 41.799 10.176
C 8.404 42.533 10.756
O 8.371 42.616 11.875
N 7.322 42.947 9.686
H 7.351 42.842 8.707
H 6.460 42.302 9.793
C 6.661 44.246 10.113
H 9.570 40.834 10.359
H 10.534 42.066 10.507
H 9.731 41.859 9.106
H 6.477 44.185 10.932
H 5.622 44.233 9.590
H 7.174 45.169 9.837
C 3.423 38.564 9.984
C 4.160 38.328 11.259
O 3.542 38.074 12.383
N 5.637 38.647 11.174
H 5.866 37.858 10.516
H 5.756 39.477 10.572
C 6.357 38.603 12.565
H 3.443 39.495 9.345
H 2.416 38.641 10.068
H 3.409 37.671 9.206
H 5.814 38.850 13.382
H 7.227 39.139 12.475
H 6.694 37.487 12.690
C 4.216 42.331 6.634
C 4.964 40.945 6.416
O 4.488 40.174 5.598
N 6.090 40.600 7.284
H 6.699 41.337 7.233
H 5.794 40.590 8.217
C 6.809 39.396 6.960
H 3.977 42.750 7.653
H 3.301 42.175 6.065
H 4.853 43.036 6.292
H 7.202 39.397 6.000
H 5.961 38.481 7.015
H 7.627 39.282 7.698
O 5.455 41.077 9.876
H 4.475 41.305 10.297
O 7.532 42.682 7.124
H 8.330 43.330 7.133
F 4.743 35.298 0.818
C 5.264 36.021 1.830
C 6.146 36.966 1.592
C 6.500 37.870 2.654
C 5.963 37.775 3.938
C 5.063 36.600 4.187
C 4.768 35.745 3.089
H 6.628 37.153 0.548
H 7.217 38.656 2.417
H 6.099 38.467 4.610
H 4.391 36.362 5.025
H 4.084 34.748 3.225
C 12.792 40.093 4.650
C 12.066 41.370 4.405
C 10.948 41.477 5.155
S 10.378 39.924 5.334
O 9.562 39.781 4.172
O 9.832 39.617 6.654
C 11.890 39.018 5.033
H 13.418 40.275 5.576
H 13.598 40.034 3.866
H 11.786 41.325 3.228
H 12.788 42.025 4.480
H 10.329 42.219 4.875
H 11.460 41.823 6.085
H 11.616 38.340 4.385
H 12.084 38.466 5.913
C 2.327 38.911 3.035
C 2.241 38.246 1.718
C 2.740 39.160 0.760
S 2.325 40.815 1.222
O 1.308 41.310 0.356
O 3.513 41.528 1.460
C 1.627 40.280 2.666
H 3.209 39.133 3.563
H 1.768 38.287 3.791
H 1.428 37.784 1.326
H 2.978 37.626 1.803
H 2.163 38.692 -0.316
H 3.983 39.225 0.825
H 0.507 40.176 2.707
H 1.816 40.867 3.576
C 2.620 44.009 11.161
C 2.539 43.165 12.515
C 2.313 41.798 12.079
S 1.074 41.974 10.833
O -0.133 42.447 11.499
O 1.049 40.852 9.980
C 1.814 43.457 10.118
H 3.509 43.942 10.848
H 2.302 44.963 11.174
H 1.715 43.488 13.105
H 3.419 43.196 13.117
H 1.963 41.091 12.865
H 2.889 41.176 11.613
H 1.194 44.173 9.754
H 2.646 43.270 9.452
*
```

Output
Calculated total energy   -91082.8036 eV
HOMO   -11.0933 eV
Gap between HOMO and LUMO   7.4 eV
Maximum force   18.42 eV/A
ΔE to the lowest compared entry with this formula, charge and spin   95.3 kcal/mol
LUMO level   -3.72 eV